93
Properties=species:S:1:pos:R:3 method="wB97M-V/def2-TZVPD" homo_energy_ha=-0.30299 smiles="CN(C)P(=O)(N(C)C)N(C)C.O=C1CCCO1.O=C1CCCO1.ClCCCl.ClCCCl.ClCCCl.ClCCCl.ClCCCl" spin_multiplicity=1 e_lumo_ev=0.18 energy_ev=-174918.264
C 1.353 -5.509 5.336
N 2.673 -4.836 5.235
C 2.754 -3.566 6.039
P 3.875 -5.187 4.080
O 5.121 -4.482 4.369
N 3.917 -6.951 4.184
C 2.825 -7.998 4.068
C 4.997 -7.445 5.154
N 3.125 -4.820 2.567
C 2.762 -3.472 2.332
C 3.526 -5.549 1.378
H 0.713 -4.647 5.526
H 1.323 -6.168 6.203
H 0.946 -5.894 4.401
H 2.887 -3.818 7.091
H 1.821 -3.008 6.124
H 3.551 -2.890 5.729
H 3.297 -8.864 3.603
H 2.407 -8.185 5.057
H 2.004 -7.673 3.428
H 5.058 -6.834 6.054
H 4.858 -8.464 5.516
H 5.979 -7.289 4.707
H 2.692 -2.989 3.306
H 3.322 -2.846 1.637
H 1.710 -3.344 2.077
H 4.584 -5.814 1.387
H 3.193 -5.083 0.450
H 3.169 -6.578 1.425
O -3.440 1.975 -2.184
C -2.918 3.010 -1.941
C -1.481 3.270 -2.149
C -1.365 4.692 -1.435
C -2.828 5.183 -1.089
O -3.659 4.054 -1.464
H -0.890 2.504 -1.648
H -1.134 3.336 -3.181
H -0.738 4.812 -0.552
H -0.788 5.273 -2.154
H -3.096 5.489 -0.078
H -2.891 6.065 -1.728
O 7.258 0.529 -5.518
C 7.133 1.763 -5.518
C 7.389 2.628 -6.657
C 6.795 3.910 -6.267
C 6.388 3.800 -4.837
O 6.522 2.447 -4.555
H 8.442 2.634 -6.940
H 6.895 2.232 -7.544
H 7.446 4.775 -6.395
H 5.988 4.200 -6.941
H 7.038 4.395 -4.195
H 5.351 4.064 -4.633
Cl -9.002 -6.017 -5.347
C -8.771 -4.500 -4.600
C -7.861 -3.579 -5.427
Cl -8.520 -3.089 -6.985
H -8.367 -4.761 -3.622
H -9.709 -3.985 -4.388
H -6.848 -3.956 -5.570
H -7.807 -2.583 -4.987
Cl -8.570 2.704 3.361
C -8.979 1.891 1.767
C -10.234 0.971 1.754
Cl -10.079 -0.659 2.344
H -8.194 1.167 1.551
H -9.095 2.676 1.020
H -10.532 0.799 0.720
H -11.152 1.508 1.992
Cl 0.273 10.206 1.582
C 1.878 10.798 0.845
C 3.160 10.012 1.248
Cl 3.592 9.923 2.978
H 1.869 11.888 0.843
H 1.707 10.674 -0.224
H 4.028 10.451 0.756
H 2.941 9.038 0.809
Cl 0.130 -1.823 -7.538
C -1.427 -2.513 -8.101
C -1.467 -4.018 -7.999
Cl -0.387 -4.641 -9.308
H -1.569 -2.095 -9.098
H -2.235 -2.014 -7.566
H -2.428 -4.479 -8.227
H -1.275 -4.496 -7.038
Cl -1.898 3.003 5.317
C -1.570 3.914 6.785
C -1.629 5.509 6.605
Cl -1.830 6.298 8.157
H -0.562 3.641 7.095
H -2.277 3.561 7.536
H -2.444 5.892 5.991
H -0.717 5.846 6.112